# 1
ORCA calculation (ωB97M-V with the def2-TZVPD basis set) on a 4-piece molecular cluster, C17H41BNO11S3 overall at a distorted geometry.

- Spin multiplicity: 1
- Molar mass: 542.52 g/mol
- Largest force on an atom: 4.24 eV/A
- Energy relative to the best compared isomer or geometry (same formula, charge and spin): 379.99 kJ/mol
- Total energy: -75477.597 eV
- Charge: +1
- Orbital gap: 7.952 eV

Bonds (Å) are listed after each position.
Geometry (Å):
1 C 6.137 3.290 0.002  C2 1.637, H13 1.170, H14 1.194, H15 1.193
2 C 4.897 4.297 -0.356  C1 1.637, O3 1.465, H16 1.184, H17 1.194
3 O 4.246 4.076 -1.650  C2 1.465, C4 1.466
4 C 4.006 2.660 -1.945  O3 1.466, C5 1.635, H18 1.193, H19 1.194
5 C 3.189 1.820 -0.805  C4 1.635, N6 1.381, C9 1.637
6 N 3.357 0.457 -0.941  C5 1.381, C7 1.517, H20 1.050
7 C 2.668 -0.375 0.124  N6 1.517, C8 1.638, H21 1.194, H22 1.169
8 C 1.972 0.740 1.103  C7 1.638, C9 1.672, H23 1.189, H24 1.194
9 C 2.266 2.261 0.473  C5 1.637, C8 1.672, B10 1.661, H25 1.178
10 B 0.714 2.744 0.130  C9 1.661, C11 1.650, O12 1.502
11 C -0.150 2.065 -1.100  B10 1.650, H26 1.173, H27 1.190, H28 1.192
12 O 0.033 3.801 0.951  B10 1.502, H29 1.010
13 H 6.648 2.775 -0.916  C1 1.170
14 H 5.691 2.471 0.747  C1 1.194
15 H 6.997 3.825 0.633  C1 1.193
16 H 4.134 4.328 0.549  C2 1.184
17 H 5.366 5.394 -0.398  C2 1.194
18 H 4.988 2.049 -2.238  C4 1.193
19 H 3.336 2.635 -2.933  C4 1.194
20 H 3.898 -0.072 -1.669  N6 1.050
21 H 3.602 -0.715 0.786  C7 1.194
22 H 2.096 -1.352 -0.167  C7 1.169
23 H 2.430 0.713 2.200  C8 1.189
24 H 0.826 0.410 1.176  C8 1.194
25 H 2.747 2.835 1.383  C9 1.178
26 H 0.567 1.428 -1.774  C11 1.173
27 H -0.703 2.936 -1.692  C11 1.190
28 H -0.981 1.324 -0.672  C11 1.192
29 H 0.148 3.560 1.925  O12 1.010
30 O 0.137 -1.968 0.890  S31 1.447
31 S -1.194 -2.534 0.919  O30 1.447, O32 1.448, O33 1.630, C36 1.775
32 O -2.277 -1.915 1.654  S31 1.448
33 O -1.095 -4.101 1.356  S31 1.630, C34 1.420
34 C -0.434 -4.430 2.569  O33 1.420, C35 1.517, H37 1.095, H38 1.095
35 C -1.304 -4.129 3.775  C34 1.517, H39 1.094, H40 1.094, H41 1.095
36 C -1.735 -2.800 -0.750  S31 1.775, H42 1.091, H43 1.092, H44 1.092
37 H 0.531 -3.915 2.638  C34 1.095
38 H -0.225 -5.504 2.539  C34 1.095
39 H -1.459 -3.053 3.890  C35 1.094
40 H -0.837 -4.502 4.692  C35 1.094
41 H -2.291 -4.589 3.666  C35 1.095
42 H -0.943 -3.309 -1.302  C36 1.091
43 H -1.938 -1.825 -1.198  C36 1.092
44 H -2.647 -3.400 -0.735  C36 1.092
45 O 1.830 3.034 -5.245  S46 1.447
46 S 1.843 4.360 -5.823  O45 1.447, O47 1.448, O48 1.630, C51 1.775
47 O 0.732 5.276 -5.669  S46 1.448
48 O 2.211 4.246 -7.407  S46 1.630, C49 1.420
49 C 1.422 3.398 -8.230  O48 1.420, C50 1.517, H52 1.095, H53 1.095
50 C 0.088 4.036 -8.567  C49 1.517, H54 1.094, H55 1.094, H56 1.095
51 C 3.325 5.189 -5.308  S46 1.775, H57 1.091, H58 1.092, H59 1.092
52 H 1.286 2.418 -7.761  C49 1.095
53 H 1.985 3.238 -9.156  C49 1.095
54 H -0.540 4.129 -7.676  C50 1.094
55 H -0.456 3.432 -9.300  C50 1.094
56 H 0.230 5.044 -8.970  C50 1.095
57 H 4.176 4.524 -5.463  C51 1.091
58 H 3.225 5.430 -4.248  C51 1.092
59 H 3.437 6.107 -5.889  C51 1.092
60 O -4.023 -4.825 5.923  S61 1.447
61 S -5.276 -4.199 5.562  O60 1.447, O62 1.448, O63 1.630, C66 1.775
62 O -5.875 -3.156 6.368  S61 1.448
63 O -6.391 -5.358 5.295  S61 1.630, C64 1.420
64 C -6.637 -6.315 6.315  O63 1.420, C65 1.517, H67 1.095, H68 1.095
65 C -7.484 -5.731 7.431  C64 1.517, H69 1.094, H70 1.094, H71 1.095
66 C -5.157 -3.613 3.890  S61 1.775, H72 1.091, H73 1.092, H74 1.092
67 H -5.696 -6.721 6.703  C64 1.095
68 H -7.180 -7.145 5.852  C64 1.095
69 H -6.937 -4.957 7.977  C65 1.094
70 H -7.772 -6.508 8.146  C65 1.094
71 H -8.388 -5.264 7.028  C65 1.095
72 H -4.750 -4.408 3.264  C66 1.091
73 H -4.489 -2.749 3.883  C66 1.092
74 H -6.151 -3.317 3.548  C66 1.092

Results of the Mulliken charge analysis, in e, for atoms 1 through 5:
1. C -0.749
2. C -0.186
3. O -0.345
4. C -0.613
5. C 0.068



# 2
ORCA calculation (ωB97M-V with the def2-TZVPD basis set) on the molecule C4H5NO.

- Spin multiplicity: 1
- Molar mass: 83.09 g/mol
- Largest force on an atom: 0.87 eV/A
- Energy relative to the best compared isomer or geometry (same formula, charge and spin): 288.19 kJ/mol
- Total energy: -7763.540 eV
- Charge: 0
- Orbital gap: 8.423 eV

Bonds (Å) are listed after each position.
Geometry (Å):
1 O 2.042 0.628 -0.188  C2 1.336, H7 0.967
2 C 0.805 0.158 -0.007  O1 1.336, C3 1.396, N6 1.338
3 C 0.326 -1.140 0.183  C2 1.396, C4 1.410, H8 1.085
4 C -1.061 -1.140 0.434  C3 1.410, C5 1.478
5 C -1.416 0.260 0.117  C4 1.478, N6 1.446, H9 1.126, H10 1.090
6 N -0.205 1.036 -0.020  C2 1.338, C5 1.446, H11 1.009
7 H 2.661 -0.114 -0.171  O1 0.967
8 H 0.953 -2.025 0.145  C3 1.085
9 H -1.733 -0.250 -0.835  C5 1.126
10 H -2.275 0.812 0.501  C5 1.090
11 H -0.097 2.030 -0.155  N6 1.009

Results of the Mulliken charge analysis, in e, for atoms 1 through 5:
1. O -0.491
2. C 0.404
3. C -0.241
4. C -0.989
5. C -0.097